ORCA calculation (wB97M-V/def2-TZVPD) on a cluster of 2 separate species, C10H21N3O5S in total.

Each atom is followed by the atoms it is bonded to, with distances in Å.
Atoms and positions in Å:
1 N 3.5545 -0.7979 1.8923  C2 1.361, H11 1.007, H12 1.006
2 C 3.4563 0.5572 1.9777  N1 1.361, O3 1.219, C4 1.523
3 O 4.4342 1.2797 2.0608  C2 1.219
4 C 2.0363 1.1063 2.0147  C2 1.523, C5 1.527, H13 1.096, H14 1.100
5 C 1.9369 2.4087 1.2232  C4 1.527, C6 1.530, H15 1.096, H16 1.095
6 C 0.6179 3.1583 1.4175  C5 1.530, N7 1.467, C8 1.539, H17 1.099
7 N 0.3683 3.7153 2.7512  C6 1.467, H18 1.018, H19 1.015
8 C -0.5892 2.2959 1.0094  C6 1.539, O9 1.207, O10 1.334
9 O -0.5363 1.4538 0.1468  C8 1.207
10 O -1.7092 2.5849 1.6744  C8 1.334, H20 0.984
11 H 4.4752 -1.1974 1.8141  N1 1.007
12 H 2.7602 -1.3778 1.6786  N1 1.006
13 H 1.3117 0.3765 1.6351  C4 1.096
14 H 1.8050 1.2719 3.0773  C4 1.100
15 H 2.0463 2.1822 0.1566  C5 1.096
16 H 2.7719 3.0578 1.5052  C5 1.095
17 H 0.6046 4.0067 0.7197  C6 1.099
18 H 0.6775 3.0704 3.4761  N7 1.018
19 H 0.8856 4.5779 2.8852  N7 1.015
20 H -1.4473 3.2584 2.3416  O10 0.984
21 C -3.4652 0.1068 -2.4917  S22 1.806, H30 1.094, H31 1.093, H32 1.093
22 S -3.7740 -1.6549 -2.2378  C21 1.806, C23 1.814
23 C -2.7801 -1.9515 -0.7499  S22 1.814, C24 1.529, H33 1.094, H34 1.094
24 C -1.2816 -1.6791 -0.8860  C23 1.529, C25 1.528, H35 1.098, H36 1.094
25 C -0.6195 -2.3982 -2.0599  C24 1.528, N26 1.464, C27 1.537, H37 1.097
26 N -0.7201 -3.8589 -2.0487  C25 1.464, H38 1.018, H39 1.014
27 C 0.8564 -1.9840 -2.1768  C25 1.537, O28 1.206, O29 1.334
28 O 1.2400 -0.8625 -1.9547  C27 1.206
29 O 1.6642 -2.9662 -2.5784  C27 1.334, H40 0.984
30 H -3.7255 0.6819 -1.5981  C21 1.094
31 H -4.1098 0.4318 -3.3122  C21 1.093
32 H -2.4261 0.3072 -2.7659  C21 1.093
33 H -3.1897 -1.3625 0.0765  C23 1.094
34 H -2.9546 -3.0034 -0.5047  C23 1.094
35 H -0.7900 -1.9841 0.0472  C24 1.098
36 H -1.0846 -0.6083 -0.9898  C24 1.094
37 H -1.0930 -2.0564 -2.9884  C25 1.097
38 H -0.7127 -4.2187 -1.0966  N26 1.018
39 H -1.5803 -4.1684 -2.4878  N26 1.014
40 H 1.0858 -3.7593 -2.6537  O29 0.984

The calculation puts the frontier orbital gap at 9.201 eV. Its HOMO energy is -8.685 eV. The SMILES is NC(=O)CC[C@H](N)C(=O)O.CSCC[C@H](N)C(=O)O. The value obtained for the relative energy (zero: lowest compared OMol25 entry of this formula, charge and spin) is 0.0 kcal per mole.